# 1
DFT (the ωB97M-V functional and the def2-TZVPD basis) results for C14H12BrCrF5IN3OS2Te as an isolated structure.

Geometry as ORCA input:
```
! RIJCOSX wB97M-V def2-TZVPD def2/J DEFGRID3
* xyz 1 4
C 4.26335 -1.26597 -1.05722
I -0.58382 -1.49349 0.96695
H 4.72468 -1.74087 -1.90730
C -2.47925 -2.70652 -2.80169
F 0.11010 0.52528 -2.26745
C 3.05541 0.06238 1.00167
O 1.54901 2.21372 -1.07679
Br -3.13635 -3.62320 1.72315
S -1.88850 2.08838 3.72969
H -4.13182 2.14629 2.91703
F 1.06430 2.43004 -3.78935
C -3.69112 -3.83745 -1.06326
H -4.14839 -4.00587 -3.13871
H -3.25751 3.60925 2.39427
N 1.12991 1.20308 1.60661
C -3.49879 -3.55625 -2.40509
F -1.11331 1.60436 -0.32509
N 2.38164 -0.13037 -0.15456
H -0.85160 -1.47182 -2.17137
H 2.42600 -0.81732 -2.08461
H -3.81467 3.45529 4.07842
C 4.33473 -0.46780 1.19591
C -1.85502 -2.40087 -0.51855
H -2.31745 -2.48676 -3.84512
C -0.76226 2.40709 2.43782
C 2.98466 -0.74497 -1.16135
C -3.42955 2.92193 3.21539
C 4.93579 -1.15282 0.15433
C -2.87079 -3.25659 -0.10931
F 0.17790 3.73459 0.37997
Te 0.19240 2.77483 -2.10008
F 1.06976 4.52251 -2.20715
C -1.64578 -2.12893 -1.85705
C 2.32091 0.82040 1.96862
H 4.83483 -0.34655 2.14383
H 2.70784 1.05573 2.95094
H 5.92355 -1.57032 0.26911
N 0.28120 1.66591 2.47275
S -1.12557 3.78261 1.39216
H -4.46822 -4.50764 -0.73174
Cr 0.60182 0.68872 -0.22578
*
```

## Properties
**DFT total energy**: -6259.90581 a.u.



# 2
DFT (the ωB97M-V functional and the def2-TZVPD basis) results for C14H12CaN5O4S2 as an isolated structure.

Geometry as ORCA input:
```
! RIJCOSX wB97M-V def2-TZVPD def2/J DEFGRID3
* xyz -1 1
H 2.07767 -4.55534 0.61016
C 1.82583 -3.51826 0.79147
C -2.02997 -0.33781 -1.14363
S -0.26647 -1.02187 3.28872
C 3.00755 0.92554 -3.04481
H 2.96802 -2.81407 -0.88246
O -1.64420 -1.41259 3.10612
C 0.73131 -1.85246 2.06473
N 6.02361 -0.08468 -2.02940
C 1.21517 -0.86964 1.22606
C -2.51127 1.79709 -0.38856
H -2.42471 -1.21429 0.82682
H -3.31864 2.06590 -1.07558
O 0.29669 -1.18856 4.59799
N 4.07668 0.38512 -3.49493
H -2.02675 2.71709 -0.05951
H -2.62537 -0.45940 -2.05180
H -1.16637 -0.99971 -1.19486
C -1.34985 4.90467 -2.04980
C 5.09601 0.15990 -2.67855
C 2.32706 -2.53447 -0.05645
H -3.86615 -0.90776 -0.13880
O 1.00064 1.50238 0.94829
C -2.96301 0.88711 0.73958
C -2.88075 -0.52291 0.12255
N -0.46470 4.21435 -1.69865
N 1.98107 1.38687 -2.71653
C 1.01588 -3.18723 1.87374
H 2.43104 -0.42483 -0.49380
C 0.71657 0.48591 1.64407
Ca 0.47995 2.16163 -1.10230
C 2.02675 -1.19345 0.15288
H -3.96405 1.13903 1.08585
S -2.57262 5.84073 -2.51819
O -1.53729 1.01320 -1.10793
H -2.28090 0.96702 1.58453
N -0.03283 0.49042 2.72063
H 0.62839 -3.94462 2.54238
*
```

## Properties
**DFT total energy**: -2589.66399 a.u.



# 3
DFT (the ωB97M-V functional and the def2-TZVPD basis) results for C14H12Cl2DyN2O4Rh as an isolated structure.

Geometry as ORCA input:
```
! RIJCOSX wB97M-V def2-TZVPD def2/J DEFGRID3
* xyz 4 10
H -0.86117 1.07009 2.88919
O 0.82704 2.49904 -7.22972
Rh -0.61689 0.21337 -5.85409
N 0.62292 -0.20594 1.06625
O 1.63028 -1.76409 -6.02637
C 0.93820 -0.88999 3.37325
C -1.54316 -0.94011 0.18007
H 0.39564 -1.81504 3.17434
H -1.04952 -1.69951 -0.43780
C 1.32008 0.41952 0.07112
C -2.85919 0.62530 2.11913
C 0.26291 1.64481 -6.64615
H -3.46505 -1.19899 -0.74237
O -1.70706 0.70193 -3.08759
C 0.75543 -1.00740 -5.92669
Dy -1.42224 1.24389 -0.92322
H 3.79776 -1.28288 3.09280
C -1.46716 0.57060 2.13401
H -3.37394 1.11762 2.94581
H 3.78996 0.40901 3.63533
C -0.83686 -0.23729 1.18261
C 2.66686 0.48692 0.52661
C 2.69209 0.00227 1.80946
Cl -2.38032 -3.18703 -3.04508
H -4.67644 0.04684 1.10631
C -2.93278 -0.68859 0.06738
H 3.47707 0.90912 -0.03023
C 3.80148 -0.23909 2.74752
H 4.75373 -0.07805 2.23481
N 1.41825 -0.26573 2.17031
H 0.29530 -0.21253 3.94794
C -3.58463 0.02318 1.08976
H 1.81405 -1.12377 3.98918
Cl -1.99710 3.56253 -0.46287
O 0.71056 0.83980 -0.99586
C -1.19612 0.45018 -4.14514
*
```

## Properties
**DFT total energy**: -2865.37334 a.u.